ORCA calculation (ωB97M-V with the def2-TZVPD basis set) on a cluster of 12 separate species, C45H125N13O12 in total.

Each line ends with the Löwdin charge.
Cartesian coordinates (Å):
C 1.3828 1.0360 -3.7945  -0.091
O -0.0255 1.2560 -3.8614  -0.195
C -0.7711 0.1692 -4.3725  -0.202
C -2.1137 0.6514 -4.9098  -0.400
C -2.7830 -0.4767 -5.7279  -0.066
N -2.1299 1.8631 -5.8089  0.046
H 1.8488 1.8925 -3.3620  0.087
H 1.8430 0.8987 -4.7188  0.059
H 1.5915 0.1032 -3.3096  0.067
H -0.1731 -0.3990 -5.0658  0.119
H -1.0070 -0.5549 -3.5595  0.122
H -2.8370 0.8718 -4.0978  0.113
H -2.1486 -0.6168 -6.6378  0.089
H -3.7534 -0.2448 -6.0430  0.050
H -2.7891 -1.4136 -5.1719  0.067
H -1.4183 1.6965 -6.4865  0.051
H -1.7707 2.6873 -5.2941  0.053
C -2.2387 4.0342 -2.9127  -0.088
O -2.9962 4.3020 -1.7356  -0.224
C -4.1837 3.4975 -1.5040  -0.166
C -5.3396 4.4911 -1.4298  -0.474
C -5.1870 5.3530 -0.2512  -0.060
N -6.6546 3.8302 -1.4236  0.042
H -2.9605 3.9414 -3.7293  0.086
H -1.5815 3.1569 -2.8159  0.066
H -1.6316 4.9088 -3.1437  0.079
H -4.2853 2.7964 -2.3591  0.120
H -4.1646 2.9848 -0.5153  0.114
H -5.3623 5.1081 -2.3646  0.156
H -5.2715 4.6194 0.5127  0.070
H -6.0676 6.0444 -0.2623  0.103
H -4.3337 6.0143 -0.3008  0.048
H -6.7113 3.1124 -0.6935  0.076
H -6.9453 3.3865 -2.2663  0.056
C 6.6950 2.7834 2.9871  -0.148
O 6.0901 1.5469 2.7526  -0.177
C 5.4314 1.1247 3.9444  -0.199
C 4.5929 -0.1551 3.6983  -0.411
C 3.3392 0.1052 2.8584  -0.065
N 4.1530 -0.7702 4.9385  0.054
H 7.4383 3.1016 2.2142  0.097
H 7.2221 2.8437 3.9469  0.083
H 5.9976 3.6570 3.0077  0.082
H 6.1921 0.8907 4.6380  0.103
H 4.8608 1.9637 4.3371  0.126
H 5.2912 -0.7722 3.0845  0.143
H 2.5434 0.6945 3.3662  0.095
H 2.8246 -0.8474 2.6304  0.035
H 3.5329 0.5556 1.8845  0.080
H 3.2481 -1.2063 4.8280  0.028
H 4.8096 -1.2499 5.4989  0.062
C 2.3708 -4.2059 3.2312  -0.061
O 1.0774 -3.8962 3.8446  -0.177
C 0.8334 -2.5167 4.0269  -0.231
C -0.6024 -2.2852 4.4973  -0.398
C -1.5477 -2.7989 3.3609  -0.038
N -0.8876 -0.9082 4.9434  0.044
H 2.4415 -5.2372 3.1111  0.042
H 3.2491 -3.8456 3.7627  0.084
H 2.5523 -3.7389 2.3015  0.051
H 1.5912 -2.2070 4.7562  0.107
H 1.0445 -1.9647 3.1288  0.088
H -0.7394 -2.9518 5.3309  0.129
H -2.5788 -2.5507 3.6067  0.069
H -1.3611 -3.8780 3.4864  0.071
H -1.1755 -2.5049 2.3462  0.070
H -1.0567 -0.2389 4.1814  0.060
H -0.1878 -0.5321 5.5679  0.064
C 3.4319 -2.1077 -3.9407  -0.114
O 2.4691 -2.7811 -3.1472  -0.246
C 1.9914 -3.9497 -3.8625  -0.186
C 0.9745 -4.6561 -2.9410  -0.431
C 0.7307 -6.0389 -3.6185  -0.059
N -0.1833 -3.8019 -2.7923  0.077
H 2.8884 -1.4011 -4.6510  0.100
H 4.0441 -2.8471 -4.4216  0.073
H 4.0024 -1.4981 -3.2474  0.090
H 1.4341 -3.6538 -4.7787  0.138
H 2.8526 -4.5756 -4.1791  0.123
H 1.4500 -4.8367 -1.9705  0.107
H 0.2564 -6.7455 -2.9442  0.054
H 1.6258 -6.5835 -3.9864  0.081
H 0.0410 -5.9812 -4.4724  0.080
H -0.9564 -4.2333 -2.3219  0.035
H 0.1009 -2.9326 -2.3481  0.057
C 5.6555 -4.0425 -1.5675  -0.089
O 5.5658 -5.3611 -1.0574  -0.197
C 4.4119 -5.4855 -0.2189  -0.213
C 4.4808 -6.8212 0.5085  -0.450
C 4.7296 -7.9428 -0.5114  -0.062
N 3.2913 -7.0676 1.3189  0.033
H 5.6706 -3.4240 -0.6834  0.083
H 4.8570 -3.7425 -2.2242  0.056
H 6.5739 -3.9982 -2.1726  0.101
H 4.4309 -4.6760 0.5681  0.127
H 3.4471 -5.3975 -0.8350  0.135
H 5.3787 -6.7029 1.1774  0.154
H 4.6447 -8.9449 -0.1515  0.062
H 5.6851 -7.7790 -0.9732  0.066
H 3.9549 -7.9101 -1.3039  0.086
H 2.5414 -7.4207 0.7068  0.069
H 3.5855 -7.7807 2.0287  0.101
C 6.6654 7.0433 1.5517  -0.120
O 5.3790 6.5242 1.8683  -0.186
C 4.5671 6.7021 0.7153  -0.236
C 3.1744 6.1470 0.9815  -0.397
C 3.3175 4.6952 1.6415  -0.041
N 2.4834 6.2124 -0.2870  0.046
H 6.6203 8.0599 1.1309  0.087
H 7.1815 6.4391 0.8055  0.082
H 7.2625 7.0607 2.4677  0.087
H 4.4883 7.7222 0.3791  0.115
H 4.9439 6.0931 -0.1323  0.130
H 2.5825 6.7823 1.6394  0.137
H 3.3437 4.7150 2.7375  0.075
H 4.1094 4.1374 1.1783  0.058
H 2.4464 4.1448 1.2976  0.042
H 1.4883 6.3644 -0.2229  0.039
H 2.8144 5.6687 -1.0578  0.068
C -4.3145 -5.9481 2.9713  -0.117
O -3.0657 -5.7281 2.3602  -0.183
C -3.0562 -6.2790 1.0534  -0.195
C -1.7305 -5.8750 0.3638  -0.423
C -0.4846 -6.4299 1.1236  -0.030
N -1.6671 -4.4878 0.0335  0.072
H -5.1399 -5.8321 2.2720  0.082
H -4.5010 -5.2396 3.8014  0.096
H -4.4393 -6.9166 3.3951  0.072
H -3.1319 -7.3414 1.0996  0.115
H -3.8852 -5.8883 0.4464  0.119
H -1.7688 -6.4629 -0.5421  0.121
H -0.1787 -5.7869 1.9639  0.075
H 0.3424 -6.4237 0.4016  0.059
H -0.6974 -7.4012 1.5089  0.068
H -1.8160 -3.9846 0.9217  0.065
H -0.7157 -4.2527 -0.2114  0.039
C 1.4999 -2.0333 -0.1915  -0.072
O 0.7262 -0.9689 -0.8085  -0.185
C -0.2766 -0.4784 0.0681  -0.205
C -0.9788 0.7703 -0.5277  -0.394
C 0.0113 1.8813 -0.6792  -0.038
N -1.9911 1.1533 0.4485  0.073
H 0.8220 -2.8264 0.1712  0.072
H 2.0994 -1.6934 0.6804  0.072
H 2.1601 -2.4384 -0.9659  0.070
H -1.0186 -1.2468 0.2939  0.091
H 0.1596 -0.3014 1.0652  0.119
H -1.4132 0.4377 -1.4842  0.131
H -0.4953 2.7804 -1.0379  0.068
H 0.7988 1.5905 -1.3440  0.052
H 0.4074 2.1707 0.3193  0.101
H -1.8154 2.0800 0.7403  0.029
H -2.8785 1.2577 -0.0230  0.061
C -0.7284 5.7014 1.1049  -0.083
O -0.3680 6.9999 0.6040  -0.209
C -1.4478 7.8523 0.3272  -0.211
C -2.3049 7.6060 -0.9236  -0.437
C -1.5233 7.7008 -2.2017  -0.060
N -3.4315 8.6138 -0.9552  0.049
H -1.3923 5.7785 1.9547  0.068
H 0.1561 5.1809 1.4833  0.077
H -1.1352 5.0182 0.3791  0.064
H -2.0396 7.9903 1.2755  0.133
H -0.9173 8.8217 0.2505  0.134
H -2.7318 6.5908 -0.8208  0.091
H -1.1208 8.7298 -2.1442  0.092
H -2.1451 7.5435 -3.0711  0.077
H -0.6711 7.0486 -2.1895  0.065
H -4.1287 8.0734 -1.4439  0.053
H -3.7940 8.6930 -0.0065  0.062
C -4.7293 -1.5799 1.8477  -0.099
O -5.4457 -1.5032 0.6222  -0.190
C -4.9628 -2.4121 -0.3585  -0.196
C -3.9568 -1.7072 -1.2848  -0.432
C -4.6101 -0.5581 -1.9135  -0.076
N -3.4198 -2.6031 -2.3748  0.076
H -4.8793 -2.5754 2.2794  0.085
H -5.1426 -0.7831 2.4809  0.090
H -3.6851 -1.2893 1.7523  0.060
H -4.5941 -3.3575 0.0776  0.112
H -5.7719 -2.7673 -0.9615  0.115
H -3.1338 -1.3430 -0.6703  0.109
H -5.2241 -0.0327 -1.1604  0.089
H -5.3221 -0.8396 -2.6910  0.094
H -3.8710 0.1529 -2.2617  0.051
H -4.2709 -2.7953 -2.8597  0.050
H -3.0841 -3.4675 -1.9523  0.035
N -3.7793 3.8576 4.1550  0.135
C -3.1410 3.2041 3.0674  -0.530
N -3.1011 1.7599 3.1832  0.126
O -2.8108 3.8241 2.0299  -0.020
H -3.8797 4.8537 4.0228  0.101
H -4.3359 3.2633 4.7285  0.077
H -3.1628 1.3898 4.1248  0.074
H -2.7717 1.1121 2.4429  0.056

Summary:
Calculated total energy   -92626.763 eV
Frontier orbital gap   8.876 eV
Lowest unoccupied orbital energy   0.523 eV
ΔE to the lowest compared entry with this formula, charge and spin   34.0 kcal per mole